This record from the OMol25 dataset describes a molecular structure, C8H23N4O11Sr in a non-equilibrium geometry. The level of theory is ωB97M-V with the def2-TZVPD basis set.

multiplicity	1
charge	-1
Kohn-Sham gap	5.56	eV
LUMO	1.53	eV

Atoms and positions in Å:
Sr 0.3374 -0.1087 0.0941
C 2.8042 3.5886 0.1899
C 1.4704 3.4678 0.9486
O 1.0719 4.4851 1.5284
O 0.8495 2.3653 0.8591
H 3.3717 2.6601 0.3153
H 3.3022 4.4912 0.5333
H 2.5747 3.6782 -0.8755
C -2.0257 2.8107 -2.8505
C -1.6527 1.7794 -1.7820
O -1.0712 0.7153 -2.1615
O -1.9058 2.0175 -0.5902
H -2.7159 2.3409 -3.5521
H -1.1291 3.2369 -3.2984
H -2.5481 3.6458 -2.3808
C -0.2005 -0.3661 4.3709
C -0.8244 0.7395 3.5331
O -1.0187 0.5243 2.2963
O -1.1741 1.7728 4.1223
H -0.9648 -1.1041 4.6354
H 0.2851 -0.0314 5.2861
H 0.5379 -0.9311 3.7847
C -2.9999 -1.3602 -0.1460
O -1.7879 -1.3493 -0.2914
N -3.6418 -0.2384 0.2549
N -3.7425 -2.4899 -0.3662
H -3.0304 0.5835 0.2906
H -4.6408 -0.1908 0.2117
H -4.7424 -2.4908 -0.4568
H -3.3165 -3.3145 -0.7434
C 1.3968 -2.8168 -2.2002
O 1.0174 -1.9371 -1.4440
N 0.7517 -3.0494 -3.3731
N 2.5073 -3.5858 -1.9664
H 0.9812 -3.8351 -3.9526
H 0.0222 -2.4348 -3.6891
H 2.9152 -3.6455 -1.0539
H 2.6729 -4.3452 -2.6027
O 0.4765 -2.2913 1.4462
H 1.3386 -2.7095 1.3583
H 0.0857 -2.6702 2.2391
O 2.2814 0.4731 -1.4664
H 3.1341 0.9146 -1.4207
H 2.1379 0.2793 -2.3981
O 2.1464 0.0534 1.9409
H 2.1338 -0.2667 2.8469
H 2.5290 0.9394 1.9757